The following is a DFT calculation (ωB97M-V/def2-TZVPD) of an isolated molecule of C5H9N in a non-equilibrium geometry.

The geometry in XYZ format:
```
15
C5H9N | the OMol25 dataset | ωB97M-V/def2-TZVPD
H -0.04512 0.19330 1.40323
H 1.73463 0.57120 1.12617
C -1.63533 0.99478 -0.00714
H -2.37231 -0.99797 0.71668
H 2.48821 1.14868 -0.49695
C -1.77054 -0.50233 -0.03609
H -1.65098 1.52308 -0.95942
H -1.86186 -0.95489 -1.02564
N 0.62427 0.04521 -0.57446
C -0.45750 0.12736 0.35657
C 1.63769 -0.98325 -0.40091
H 1.96660 -1.41086 -1.34840
H -2.11737 1.52895 0.80401
C 1.86975 0.42766 0.03212
H 1.58986 -1.71090 0.41023
```

## Properties
E_tot, Eh: -250.57711
SMILES string: C1CC1N1CC1
M, g/mol: 83.1
HOMO energy, eV: -9.2
Energy relative to the best compared isomer or geometry (same formula, charge and spin), kcal per mole: 56.4
Multiplicity: 1

Here are the natural (NBO) charges for atoms 1 to 5, given in e:
1. H 0.18
2. H 0.18
3. C -0.42
4. H 0.22
5. H 0.20


The following is a DFT calculation (ωB97M-V/def2-TZVPD) of a cluster of 2 separate species, C3H2F2O in total in a non-equilibrium geometry.

The geometry in XYZ format:
```
8
C3H2F2O | the OMol25 dataset | ωB97M-V/def2-TZVPD
F 1.89391 -0.05153 1.04922
C -1.21427 -1.38359 -0.01361
O -0.77467 1.86468 -0.34254
F 1.71430 0.04659 -1.11729
H -2.16554 -1.62221 -0.01503
H -0.36951 2.27387 0.39087
C -0.16768 -0.82121 0.04631
C 1.08347 -0.30660 0.00207
```

## Properties
E_tot, Eh: -390.25000
M, g/mol: 92.0
HOMO energy (spin up / spin down), eV: -11.5 / -8.3
Energy relative to the best compared isomer or geometry (same formula, charge and spin), kcal per mole: 132.2
Multiplicity: 1

Here are the natural (NBO) charges for atoms 1 to 5, given in e:
1. F -0.30
2. C -0.06
3. O -0.47
4. F -0.29
5. H 0.21


The following is a DFT calculation (ωB97M-V/def2-TZVPD) of a cluster of 15 separate species, C74H181Cl8N11 in total in a non-equilibrium geometry.

The geometry in XYZ format:
```
274
C74H181Cl8N11 | the OMol25 dataset | ωB97M-V/def2-TZVPD
H -16.36726 -25.67432 -4.70438
H -22.93415 -17.20957 -4.55299
C -12.69642 -25.24821 3.19448
Cl -17.56571 -29.30552 1.54017
C -21.03401 -21.63350 -3.69400
C -21.87206 -22.56039 -9.46066
C -21.56964 -25.34697 -5.57369
Cl -13.22233 -21.62171 -0.30525
Cl -22.79383 -31.08527 -3.67501
H -21.44361 -16.23164 -8.71610
H -16.11329 -20.69342 -13.49341
C -13.88302 -20.88161 -9.52384
H -14.42700 -24.06397 0.93080
H -16.84597 -15.72680 -0.30068
H -13.66445 -29.83137 -8.89758
H -23.58340 -20.65867 -6.93770
H -20.55485 -30.83393 -4.35910
H -21.85478 -21.90182 -12.28662
H -21.93995 -19.00615 -6.04941
C -23.31963 -26.74305 -7.74161
C -15.30848 -23.44396 -9.02882
H -21.68225 -25.04411 -1.25605
C -12.92210 -27.07741 -7.20011
H -17.98671 -30.04946 -6.93373
H -20.19797 -25.84219 -7.10689
H -18.14747 -20.07889 -1.24383
H -13.66596 -23.11626 -10.40130
H -19.27125 -22.62535 -9.99720
C -16.81406 -31.10039 -5.53319
H -15.65530 -14.87470 -1.32987
H -15.61634 -28.04262 1.32423
H -12.15419 -30.37693 -7.00909
H -12.26463 -27.56973 -6.49646
H -17.97071 -27.57058 -4.33861
C -15.06782 -23.90255 1.82932
H -16.66010 -29.99100 -2.87435
H -19.25605 -26.35526 -3.94487
C -17.49010 -23.96399 -6.24866
N -20.08038 -18.24199 -9.74113
H -14.77036 -19.82250 -11.67334
H -23.72548 -25.98060 -7.05982
H -21.63242 -17.46589 -10.89881
H -11.89360 -23.40697 -2.08274
H -18.38865 -29.72936 -3.10633
H -15.49009 -26.21397 -7.15431
H -19.45341 -20.34200 -9.64520
C -12.03555 -24.45910 -2.35193
H -11.50056 -25.47934 -7.67849
H -17.12437 -23.09486 2.09571
H -22.14227 -16.98782 -7.32551
C -20.20847 -22.25110 -13.62290
C -12.94067 -29.06633 -8.55082
H -16.19434 -28.90991 -0.89655
C -17.17308 -23.04993 -4.04631
H -13.14584 -19.01630 -8.75026
H -16.95454 -21.06920 -11.96497
H -19.22505 -26.32703 0.13776
C -22.38341 -19.26254 -5.03851
Cl -15.61620 -26.66014 -1.08740
H -12.87532 -21.08150 -10.00426
N -21.30717 -24.85781 0.89784
C -18.42258 -22.94104 -6.88855
C -21.29604 -25.68873 -7.03413
H -20.23283 -22.42416 -3.78583
C -16.61149 -16.48774 -2.40472
H -20.87817 -24.57053 -5.25113
C -13.90385 -19.02780 -0.95582
H -22.82912 -17.38369 -8.87047
H -14.75105 -24.29146 4.50111
H -20.30668 -21.39080 -14.27762
H -12.96548 -18.93658 -1.49174
H -20.57918 -28.54327 -5.04891
H -24.03379 -18.45629 -3.92141
H -15.19235 -23.39734 -11.15117
H -15.26824 -16.39459 -0.70557
H -16.49932 -30.25040 -4.92535
H -20.18326 -21.70015 0.62777
H -21.92799 -21.57987 -9.89622
H -14.64582 -23.07011 2.40957
H -23.83584 -28.82735 -8.33454
C -20.53032 -23.71314 1.09292
H -21.92049 -28.23434 -9.10810
H -17.63740 -24.90826 -6.80148
H -16.91982 -23.78426 -1.99097
H -15.75949 -16.49172 -3.08266
H -16.40030 -23.70172 -6.37864
H -16.77547 -32.29989 -3.24453
H -20.46802 -20.71077 -3.57056
Cl -13.02587 -23.82795 -4.73773
H -20.17691 -18.32868 -7.65822
H -22.38226 -28.34801 -4.77745
H -19.39187 -25.14930 -9.42375
H -14.15689 -24.50198 -2.77047
C -20.13706 -18.04598 -12.22535
N -17.98790 -31.68080 -4.88554
H -18.51693 -32.42107 -2.99071
H -14.39274 -20.76217 -2.09917
H -16.09221 -22.32368 -12.74579
C -16.05608 -21.25729 -12.55146
H -22.37188 -22.57520 -5.11850
C -19.02914 -19.31120 -9.73571
C -15.49229 -24.93392 4.00217
H -11.71431 -25.55094 2.85377
H -19.17295 -19.36651 0.01569
H -22.66456 -23.65626 -11.20570
H -24.99382 -22.25908 -4.67817
H -15.28082 -28.45499 -9.22925
C -21.48737 -30.34756 -4.64270
H -17.40620 -15.86182 -2.86977
N -14.93400 -21.42191 -10.37339
H -11.54521 -26.77237 -8.84250
C -21.89572 -21.59854 -4.93706
H -20.77022 -23.08358 -14.03940
C -18.94387 -24.81296 -10.35450
H -14.18991 -18.76729 -10.18279
H -19.14329 -22.56349 -13.58318
H -17.43571 -22.09953 -4.48695
H -18.14086 -17.15966 -0.55831
H -22.60575 -25.01068 -5.34680
N -20.62304 -23.35361 -11.50140
H -21.03095 -22.51670 -8.74923
H -21.23101 -21.42627 -5.81167
N -15.14402 -25.17583 2.59391
H -21.63581 -26.54721 -0.33337
C -19.32319 -23.39800 -10.79887
H -13.58597 -26.43290 -6.64057
C -18.21905 -33.01563 -5.42771
H -15.89946 -31.77168 -5.53221
H -13.27072 -25.80110 -3.46576
H -20.82105 -17.97113 -13.05433
C -14.85580 -20.91415 -11.72905
H -16.15588 -22.38961 0.81356
H -25.73337 -21.95348 -6.26532
H -17.23724 -22.07683 -2.09558
H -15.45386 -24.52238 -9.18547
H -15.32639 -20.60468 -0.57384
C -21.44976 -28.84322 -4.48450
H -17.74932 -30.43873 -1.61243
H -20.39594 -33.01930 -5.48388
H -18.29433 -19.36036 -7.61889
C -22.72662 -24.62342 1.15578
C -20.59647 -22.56642 0.11565
C -17.38224 -25.47140 -4.32408
H -19.56244 -17.14736 -12.17276
H -15.28499 -18.54745 -4.19514
C -17.02771 -30.58046 -6.92159
C -17.35585 -18.44232 -3.51938
C -21.73676 -23.59043 -10.59015
H -21.47402 -19.26387 -8.46666
Cl -12.18315 -25.42686 -0.82361
H -11.32460 -30.43394 -8.60596
C -17.93737 -19.18562 -8.65376
H -17.63533 -27.81119 -0.92702
H -16.44716 -19.43801 -5.12921
H -21.67556 -30.61202 -5.66686
H -20.07676 -22.73109 -0.82831
H -14.60907 -26.68403 4.92149
H -19.11334 -25.48558 -11.21607
H -17.86287 -24.87410 -10.15450
C -11.80663 -29.77074 -7.88170
H -17.06281 -31.36575 -7.67966
H -16.89158 -23.96827 0.57721
C -21.22401 -27.59378 -8.56767
H -18.53324 -23.25558 -2.43079
H -12.91162 -25.58980 -8.80747
H -20.26674 -29.28159 -7.53691
H -22.77070 -24.04877 2.07946
C -18.39768 -26.58216 -4.58070
C -17.63287 -30.40913 -2.69281
C -20.90841 -18.29986 -10.92554
H -18.10796 -32.88089 -6.51962
H -14.52159 -26.94898 -9.38587
H -18.30160 -21.97366 -6.40644
H -17.40320 -19.23843 0.11186
H -18.48405 -19.28706 -10.65172
C -23.40169 -18.19063 -4.76462
H -19.53325 -26.42945 -1.60208
C -13.90247 -25.89276 2.42359
C -18.26044 -17.93475 -1.32412
H -19.51083 -28.80464 -9.04106
C -18.25144 -19.23144 -0.55529
H -21.60171 -19.07235 -4.30929
H -11.11019 -24.79691 -2.79012
C -23.56258 -25.92699 1.23454
H -19.76749 -33.89885 -4.14098
C -15.90636 -26.99380 -7.80521
H -13.70106 -25.94856 1.36404
H -20.94913 -26.82302 -9.31136
N -22.90696 -20.54652 -4.92816
H -15.98090 -25.92809 5.76695
H -14.10404 -26.89144 2.86132
H -16.20610 -29.90716 -7.20119
H -18.58403 -23.06101 -11.51840
C -16.63300 -27.93546 0.95474
N -17.83898 -24.12968 -4.82859
H -12.78031 -24.15944 3.13335
C -20.77913 -22.11244 -12.22453
C -12.18659 -26.16633 -8.19224
H -13.91346 -21.20951 -12.22946
H -21.47849 -19.25580 -10.92612
C -20.01810 -28.41703 -8.15950
C -17.73667 -31.79607 -3.43718
H -23.65378 -26.35737 0.24187
H -23.22472 -24.01111 0.36797
H -16.45075 -24.41855 4.04902
H -16.27942 -26.88610 4.28082
H -11.07497 -29.02142 -7.47603
H -19.19378 -17.78019 -1.91384
C -24.77978 -22.04779 -5.74488
H -17.10412 -19.83784 -8.88176
H -21.39366 -26.23982 -4.95015
H -19.10635 -24.82782 -0.84524
Cl -21.15164 -28.36193 -2.78689
N -21.90824 -26.96131 -7.40489
C -16.11034 -15.85208 -1.12321
H -21.63492 -21.83045 -2.79625
C -17.46676 -23.05603 -2.55920
H -16.68148 -26.53578 -8.42862
H -20.34360 -21.23955 -11.68993
H -19.50936 -24.04500 1.27683
H -16.25022 -22.97608 -8.80862
C -19.65694 -25.77339 -0.73212
C -24.10100 -28.02475 -7.62961
H -12.76183 -25.45936 4.26048
H -18.16375 -19.18551 -3.36324
H -17.36308 -33.66012 -5.11156
H -21.65231 -24.58319 -10.16389
C -20.86955 -18.30820 -8.49120
H -25.17645 -27.83089 -7.74633
H -23.41447 -26.35708 -8.79423
C -16.64742 -27.99701 -0.55363
H -14.58055 -18.41602 -1.56371
H -18.76913 -26.60184 -5.60843
H -14.63868 -23.33747 -8.17274
N -17.08190 -17.83971 -2.24510
C -14.35077 -20.44807 -1.04967
C -13.20972 -24.74937 -3.23872
H -15.89012 -20.00887 -3.51382
H -21.46663 -24.86153 -7.73586
H -24.59228 -25.69684 1.52644
C -21.14138 -25.57375 -0.40786
H -22.77809 -22.73250 -8.88214
H -21.63376 -22.30132 -0.12913
C -14.74417 -22.87673 -10.30817
C -21.87358 -17.17582 -8.36249
H -19.49824 -18.86201 -12.50246
H -23.93711 -28.43842 -6.62447
H -19.58893 -34.58489 -5.73470
H -19.33343 -27.77343 -7.59585
H -17.74004 -17.70509 -4.26960
C -23.98412 -20.74755 -5.90991
H -24.11211 -18.00813 -5.56873
H -12.46458 -28.62672 -9.46736
H -18.23562 -22.83204 -7.95584
H -17.10732 -27.04570 1.31528
H -14.85393 -19.19143 -8.62140
H -19.45310 -23.26686 -6.72908
C -19.56523 -33.63958 -5.16169
Cl -13.86179 -18.36462 0.71186
C -14.00744 -19.38693 -9.28987
H -17.27069 -25.42035 -3.24428
C -14.84144 -27.65935 -8.62083
C -16.39081 -23.33212 1.31193
H -16.06547 -23.08234 -4.13134
H -24.22467 -22.90052 -6.14302
H -23.13006 -26.66112 1.88937
H -17.51910 -18.17912 -8.70418
H -24.66206 -19.88972 -5.78520
H -16.40978 -27.75635 -7.19660
C -15.57961 -26.20849 4.78055
H -13.90225 -21.40716 -8.57557
C -16.17121 -19.14531 -4.11735
N -13.78139 -28.18776 -7.80660
H -20.78089 -23.31959 2.06825
```

## Properties
E_tot, Eh: -7211.79548
M, g/mol: 1509.0
HOMO energy, eV: -8.2
Multiplicity: 1

Here are the Mulliken charges for atoms 1 to 5, given in e:
1. H -0.20
2. H 0.42
3. C -1.36
4. Cl -0.24
5. C -0.88